Record 1
Formula: C22H48O14S5
Source: the OMol25 dataset
Level of theory: ωB97M-V with the def2-TZVPD basis set

Computed properties:
- Lowest unoccupied orbital energy: -0.19 eV
- E_tot: -106428.0619 eV
- Charge: 0
- Energy above the lowest of the compared OMol25 structures with the same formula, charge and spin: 58.6 kcal/mol
- HOMO level: -7.750 eV

Element x y z (Å)
C  15.80809  -15.59685  -5.55046
C  15.65015  -15.38999  -4.05677
C  16.49345  -14.23702  -3.59372
O  15.74096  -13.70118  -2.49543
C  14.45983  -14.07673  -2.64847
O  13.55911  -13.71072  -1.95557
O  14.33048  -14.86750  -3.74292
H  16.85647  -15.73772  -5.81474
H  15.27208  -14.78358  -6.03426
H  15.36482  -16.52525  -5.91922
H  15.81002  -16.27108  -3.43324
H  16.68464  -13.43835  -4.31269
H  17.45327  -14.56035  -3.18325
C  19.86010  -19.18114  -9.22077
C  18.55359  -18.71040  -9.84154
C  17.55848  -19.86422  -9.92335
O  16.29310  -19.22891  -9.76885
C  16.51523  -18.06764  -9.12243
O  15.67145  -17.49448  -8.49178
O  17.81587  -17.75822  -9.05753
H  19.94214  -18.99127  -8.15418
H  20.70600  -18.65250  -9.67382
H  20.05691  -20.21029  -9.52426
H  18.67183  -18.43324  -10.89241
H  17.64914  -20.58540  -9.10114
H  17.68324  -20.43099  -10.84314
C  20.29819  -22.99117  -14.74360
C  20.04929  -21.54694  -14.30140
C  19.68099  -20.53388  -15.41671
O  18.55387  -19.88466  -14.84008
C  18.12932  -20.47931  -13.72400
O  17.20497  -20.12727  -13.05984
O  18.98061  -21.46845  -13.36437
H  19.38238  -23.48386  -15.06491
H  20.74366  -23.56057  -13.93202
H  21.01392  -22.86023  -15.55988
H  20.99566  -21.24533  -13.84129
H  19.39055  -21.02020  -16.34844
H  20.47488  -19.80926  -15.57397
C  23.92046  -20.46902  -8.86822
S  22.80417  -21.78593  -9.43941
O  21.44938  -21.14878  -9.60728
C  23.66908  -22.04827  -11.05912
H  23.79445  -19.64648  -9.57498
H  24.94705  -20.83053  -8.81806
H  23.69554  -20.05544  -7.88586
H  23.50926  -21.14066  -11.64001
H  23.05945  -22.84866  -11.47320
H  24.70919  -22.29084  -10.87961
C  19.45604  -23.91949  -11.01437
S  17.68940  -24.37104  -10.72077
O  17.53829  -25.84170  -10.57262
C  17.43847  -23.68568  -9.05113
H  19.98736  -23.34157  -10.24722
H  19.39887  -23.06218  -11.69668
H  20.09683  -24.71207  -11.38532
H  17.12902  -22.63759  -9.05171
H  18.30435  -23.76900  -8.38942
H  16.62346  -24.18476  -8.52542
C  13.03179  -19.66596  -11.88780
S  13.46461  -20.97453  -10.70937
O  12.10663  -21.64405  -10.48350
C  14.38350  -22.08571  -11.81137
H  13.16506  -20.10100  -12.87442
H  13.59819  -18.75100  -11.70799
H  12.00907  -19.36370  -11.67537
H  14.62877  -23.05390  -11.38043
H  15.36671  -21.61798  -11.94219
H  13.85142  -22.17838  -12.75612
C  15.70592  -20.82356  -6.74273
S  14.40986  -22.09976  -6.59214
O  14.06549  -22.57227  -8.00127
C  15.33787  -23.39622  -5.75818
H  16.57568  -21.25337  -7.24362
H  16.01738  -20.47221  -5.75841
H  15.32666  -19.99402  -7.33431
H  16.37006  -23.43040  -6.09817
H  14.76573  -24.30440  -5.93091
H  15.27235  -23.16064  -4.69515
C  17.08161  -14.30536  -8.68388
S  16.36366  -12.96889  -9.70058
O  16.23587  -13.63172  -11.05348
C  14.71556  -13.00264  -9.02315
H  18.07441  -14.51014  -9.07742
H  16.37029  -15.12480  -8.70343
H  17.28146  -13.85903  -7.70507
H  14.09136  -13.53170  -9.74644
H  14.32966  -12.03978  -8.70862
H  14.65934  -13.72958  -8.20513

Löwdin atomic charge list, values in e, 5 entries: atom 1 (C): -0.0234, atom 2 (C): -0.3054, atom 3 (C): -0.1055, atom 4 (O): 0.0658, atom 5 (C): -0.5710

***

Record 2
Formula: C22H49AlBrN2O5S
Source: the OMol25 dataset
Level of theory: ωB97M-V with the def2-TZVPD basis set

Computed properties:
- Lowest unoccupied orbital energy: 2.17 eV
- E_tot: -124298.3704 eV
- Charge: -1
- HOMO level: -4.554 eV

Element x y z (Å)
C  -5.18471  -0.86435  4.28822
O  -4.01985  -1.61879  4.58321
C  -3.46304  -2.25104  3.44420
C  -3.91207  -3.71309  3.35274
C  -3.86496  -4.31803  1.94137
C  -2.58845  -5.08517  1.61269
C  -1.29526  -4.22925  1.73667
C  -0.47022  -4.66456  2.94695
C  0.76741  -3.79893  3.21902
C  1.57098  -3.37852  1.96834
C  1.68342  -1.84588  1.85429
C  3.02082  -1.28533  2.34729
C  3.04002  0.24096  2.10561
C  3.71768  0.62985  0.76018
Al  2.38799  1.63533  -0.43086
C  1.15539  2.87651  0.63807
O  1.80140  3.88169  1.48897
N  3.14800  3.81041  1.43639
O  3.65655  4.72138  1.99803
C  3.48620  2.75001  -1.75820
C  2.77013  3.83782  -2.56479
C  1.44675  3.40046  -3.19210
Br  2.46640  5.50032  -1.56008
C  1.41027  0.20202  -1.51680
C  -0.08522  -0.00132  -1.24321
O  -0.45990  0.29420  0.10167
C  -0.46721  -1.45970  -1.52144
N  -1.91995  -1.62067  -1.80188
H  -5.01862  -0.24331  3.40961
H  -6.04459  -1.52147  4.14640
H  -5.35880  -0.19925  5.12893
H  -3.71295  -1.73871  2.51348
H  -2.38127  -2.21082  3.56380
H  -4.94165  -3.73869  3.70517
H  -3.34448  -4.32535  4.04534
H  -4.07462  -3.56590  1.18567
H  -4.69078  -5.03056  1.88620
H  -2.48069  -5.96620  2.24051
H  -2.66697  -5.40604  0.57567
H  -0.74077  -4.38551  0.81791
H  -1.54688  -3.17488  1.80585
H  -1.12873  -4.55139  3.80723
H  -0.22922  -5.71987  2.86231
H  1.43895  -4.38131  3.84959
H  0.49649  -2.93822  3.82105
H  2.58356  -3.75684  2.07572
H  1.17503  -3.81155  1.05630
H  1.60202  -1.55660  0.80523
H  0.86386  -1.34320  2.36385
H  3.10932  -1.53060  3.40604
H  3.80070  -1.75158  1.75198
H  2.01171  0.59797  2.16210
H  3.62479  0.67555  2.91303
H  4.57429  1.26300  0.97223
H  4.01791  -0.27857  0.23803
H  0.55914  2.28712  1.32753
H  0.49156  3.41916  -0.02750
H  4.35193  3.22232  -1.29242
H  3.89665  2.05361  -2.49892
H  3.41859  4.13106  -3.38345
H  1.42254  2.33930  -3.42070
H  1.34338  3.92957  -4.13169
H  0.59543  3.71332  -2.60022
H  1.52625  0.35448  -2.59045
H  1.90238  -0.75592  -1.31440
H  -0.69016  0.57363  -1.94036
H  -0.30285  -0.48200  0.65725
H  0.12441  -1.87316  -2.32940
H  -0.21183  -2.06458  -0.63920
H  -2.39696  -1.37669  -0.93492
H  -2.08741  -2.62215  -1.88607
C  0.03848  7.20228  -7.02524
S  -0.69627  6.29666  -5.65289
O  0.41199  5.87317  -4.76644
C  -1.17371  4.85543  -6.62026
H  0.44650  8.13063  -6.63132
H  0.83798  6.60843  -7.46876
H  -0.72933  7.42492  -7.76717
H  -0.29093  4.42174  -7.09048
H  -1.90413  5.14969  -7.37486
H  -1.61978  4.13158  -5.94143

Löwdin atomic charge list, values in e, 5 entries: atom 1 (C): -0.1070, atom 2 (O): -0.1873, atom 3 (C): -0.2348, atom 4 (C): -0.1667, atom 5 (C): -0.2078

***

Record 3
Formula: C22H49CoN2P3S2
Source: the OMol25 dataset
Level of theory: ωB97M-V with the def2-TZVPD basis set

Computed properties:
- 2S+1: 5
- Lowest unoccupied orbital energy (spin up / spin down): -10.45 / -11.36 eV
- E_tot: -113718.5823 eV
- Charge: +3
- Energy above the lowest of the compared OMol25 structures with the same formula, charge and spin: 154.6 kcal/mol
- HOMO level (spin up / spin down): -15.089 / -15.086 eV

Element x y z (Å)
Co  0.10220  -0.02666  -0.11030
P  1.47442  -0.22145  -1.90804
P  0.55851  2.22071  0.25256
P  -1.15682  -1.95565  -0.57944
H  -8.16061  4.53899  2.65780
C  -8.34987  3.53838  3.03796
C  -8.02158  3.18682  4.27873
H  -7.54988  3.88521  4.96521
C  0.76589  0.42521  -3.48538
C  3.12221  0.62417  -1.98911
C  2.06536  -1.88544  -2.46952
C  -0.21542  3.04286  1.70378
C  2.27727  2.87227  0.49624
C  -0.03254  3.34303  -1.08637
C  -2.67300  -2.34776  0.39803
C  -0.46401  -3.67680  -0.61522
C  -1.84814  -1.89717  -2.27993
H  -8.82161  2.83989  2.35140
H  -8.21093  2.18624  4.65880
H  1.44705  0.28138  -4.33189
H  0.55785  1.49086  -3.35680
H  -0.18480  -0.07188  -3.69129
H  3.68754  0.26969  -2.85818
H  3.69574  0.40663  -1.08449
H  2.99734  1.70613  -2.07099
H  2.79004  -1.78429  -3.28528
H  1.22912  -2.49330  -2.81237
H  2.54419  -2.40541  -1.63600
H  0.25994  4.01683  1.86708
H  -0.10039  2.41498  2.58974
H  -1.28393  3.17901  1.52738
H  2.41341  3.79777  -0.07412
H  3.03204  2.14961  0.18423
H  2.42684  3.09559  1.55653
H  -0.11180  4.37819  -0.73594
H  -1.01490  2.99108  -1.41053
H  0.64187  3.30430  -1.94534
H  -3.12025  -3.27598  0.02605
H  -3.38823  -1.52941  0.29489
H  -2.40916  -2.48323  1.44953
H  -1.11322  -4.31889  -1.22061
H  -0.42174  -4.08655  0.39805
H  0.54040  -3.69451  -1.04539
H  -2.63772  -2.64643  -2.40706
H  -1.04304  -2.08130  -2.99605
H  -2.24987  -0.89928  -2.46657
C  -2.99790  1.03264  1.33472
C  -3.50426  1.25685  0.04281
C  -4.64050  2.04097  -0.15581
C  -5.30353  2.62441  0.92402
C  -4.80995  2.40616  2.21464
C  -3.67761  1.62499  2.42030
S  -1.56081  0.08033  1.69727
H  -0.94829  0.59712  -1.20718
H  -2.99339  0.79104  -0.79544
H  -5.00945  2.19428  -1.16771
H  -6.18723  3.23606  0.76679
H  -5.31232  2.85103  3.07046
H  -3.30032  1.46419  3.42688
C  5.65672  -0.76149  -0.47575
N  4.52825  -1.56146  -0.98774
C  4.93965  -2.79272  -1.68071
C  3.33914  -1.64734  -0.10402
S  1.89057  -0.92207  -0.10683
N  3.53680  -2.43676  1.12461
C  4.78387  -3.11532  1.47055
C  2.48263  -2.58165  2.13302
H  6.61478  -1.32090  -0.43330
H  5.45236  -0.38146  0.54877
H  5.84359  0.10478  -1.14424
H  6.01755  -3.03495  -1.55701
H  4.37338  -3.67974  -1.31921
H  4.77505  -2.68612  -2.77017
H  5.17168  -2.70783  2.42923
H  4.59444  -4.20236  1.59421
H  5.59344  -3.01450  0.74144
H  2.20186  -1.58647  2.54061
H  1.59305  -3.07332  1.68746
H  2.81098  -3.20283  2.99556

Löwdin atomic charge list, values in e, 5 entries: atom 1 (Co): -0.3608, atom 2 (P): 0.5867, atom 3 (P): 0.7963, atom 4 (P): 0.7620, atom 5 (H): 0.0518